(1)
Entry from the Open Molecules 2025 dataset: a cluster of 2 separate species, C4H3FN2O in total (ωB97M-V/def2-TZVPD).

**Orbital gap**: 7.88 eV
**E_HOMO**: -0.327 Eh

```
! RIJCOSX wB97M-V def2-TZVPD def2/J DEFGRID3
* xyz 0 1
N 0.4321 1.4510 0.5338
C -0.1068 1.5365 -0.4829
C -0.4243 1.3287 -1.8648
O -0.1225 2.0081 -2.8131
F -1.2780 0.2932 -2.0836
C 1.1996 -0.9672 1.5274
C -0.0194 -1.1594 1.0090
N -1.2240 -1.1484 0.7714
H 1.3442 -1.1670 2.5581
H 1.8285 -0.4027 0.7676
H -1.6293 -1.7728 0.0771
*
```

(2)
Entry from the Open Molecules 2025 dataset: the molecule C4H3FN2S (ωB97M-V/def2-TZVPD).

**Orbital gap**: 8.88 eV
**E_HOMO**: -0.360 Eh

```
! RIJCOSX wB97M-V def2-TZVPD def2/J DEFGRID3
* xyz 0 1
F 0.5958 -1.3420 1.1121
C -0.3490 -1.0077 0.2476
N -1.3225 -1.7907 -0.0753
N -2.1101 -1.0693 -1.0186
C -1.5869 0.0882 -1.2230
C -0.3862 0.2784 -0.4239
C 0.4369 1.3304 -0.3410
S 1.8499 1.3929 0.6644
H -2.0722 0.7947 -1.9028
H 0.2321 2.2324 -0.9430
H 2.2195 2.6491 0.3062
*
```

(3)
Entry from the Open Molecules 2025 dataset: the molecule C4H3FOS (ωB97M-V/def2-TZVPD).

**Orbital gap**: 8.95 eV
**E_HOMO**: -0.336 Eh

```
! RIJCOSX wB97M-V def2-TZVPD def2/J DEFGRID3
* xyz 0 1
F 2.0138 1.2546 -0.3579
C 1.0264 0.4577 0.0140
C 0.8015 -0.2847 1.1353
O -0.5705 -0.6733 1.3603
C -1.1770 -0.4416 0.0861
S -2.5870 -1.0325 -0.5695
C -0.1388 0.3184 -0.7878
H 1.4792 -0.5554 1.8999
H -0.1676 -0.3153 -1.8057
H -0.6801 1.2720 -0.9748
*
```

(4)
Entry from the Open Molecules 2025 dataset: a structure of composition C4H3I3 (ωB97M-V/def2-TZVPD).

**Orbital gap (spin up / spin down)**: 7.29 / 7.42 eV
**E_HOMO (spin up / spin down)**: -0.293 / -0.293 Eh

```
! RIJCOSX wB97M-V def2-TZVPD def2/J DEFGRID3
* xyz 0 1
C 2.0455 -0.2149 0.0350
C 0.8130 0.3249 -0.0356
C -0.3628 -0.4140 -0.0305
C -2.0133 0.4410 -0.0326
I -0.5593 -2.4653 -0.0188
I -3.7132 -0.6964 0.0635
I -2.0279 2.5015 -0.0195
H 2.9249 0.4021 0.0273
H 2.1909 -1.2799 0.0989
H 0.7022 1.4011 -0.0877
*
```

(5)
Entry from the Open Molecules 2025 dataset: the molecule C4H3IS3 (ωB97M-V/def2-TZVPD).

**Orbital gap (spin up / spin down)**: 7.65 / 7.65 eV
**E_HOMO (spin up / spin down)**: -0.308 / -0.308 Eh

```
! RIJCOSX wB97M-V def2-TZVPD def2/J DEFGRID3
* xyz 0 1
S -0.5849 -2.8868 -1.2172
C -0.1612 -2.3691 0.2712
S 0.3386 -3.2755 1.7229
S 0.8030 -1.6072 2.8893
C 0.4026 -0.4886 1.6817
C 0.1013 -0.9227 0.4201
C -0.2670 0.1276 -0.6027
I -1.8477 1.4665 -0.0187
H 0.5065 0.5442 1.9818
H -0.5851 -0.2770 -1.6348
H 0.6666 0.6116 -0.6482
*
```

(6)
Entry from the Open Molecules 2025 dataset: a structure of composition C4H3KO (ωB97M-V/def2-TZVPD).

**Orbital gap (spin up / spin down)**: 5.23 / 6.41 eV
**E_HOMO (spin up / spin down)**: -0.252 / -0.286 Eh

```
! RIJCOSX wB97M-V def2-TZVPD def2/J DEFGRID3
* xyz 0 1
O -1.3219 0.0584 0.1878
C -0.1448 -0.3794 0.1426
C 0.9971 0.5048 0.2155
C 2.2711 0.0267 0.2007
C 3.4543 -0.4309 0.1097
H 0.0204 -1.4549 -0.0262
H 0.7840 1.5710 0.0665
K -3.3322 0.8745 -1.3139
H -2.7280 -0.7702 0.4173
*
```

| no. | largest force on an atom (eV/Å) |
| --- | --- |
| 1 | 4.03 |
| 2 | 1.33 |
| 3 | 4.97 |
| 4 | 6.09 |
| 5 | 2.71 |
| 6 | 2.02 |